Entry 1:
81
Properties=species:S:1:pos:R:3 method="wB97M-V/def2-TZVPD" homo_lumo_gap_ev="8.4 / 5.2" s_squared=6.03 spin_multiplicity=5 e_homo_ev="-16.2 / -16.5" charge=+3
Pd 0.2231 -0.1428 0.0936
C -2.7541 0.6321 2.6238
C -1.3320 1.2080 2.6467
P -1.0133 2.3202 1.2372
C 0.6894 2.7008 1.1581
C 1.6547 2.0093 1.9263
C 2.9851 2.3645 1.8354
C 3.3754 3.3755 0.9618
C 2.4376 4.0396 0.1624
C 1.1064 3.7063 0.2483
C -1.9608 3.8164 1.3335
C -3.2359 3.8901 0.7566
C -3.9910 5.0384 0.9155
C -3.4810 6.1100 1.6390
C -2.2141 6.0424 2.2104
C -1.4417 4.9061 2.0519
C -3.2325 0.1764 1.2373
P -2.0956 -0.8278 0.1999
C -2.7834 -0.7834 -1.4539
C -2.9783 -1.9525 -2.1950
C -3.5252 -1.8839 -3.4685
C -3.8717 -0.6538 -4.0115
C -3.6552 0.5151 -3.2918
C -3.1119 0.4515 -2.0190
C -2.1563 -2.4848 0.8836
C -1.0678 -2.9730 1.6087
C -1.1347 -4.2148 2.2253
C -2.2922 -4.9731 2.1174
C -3.3846 -4.4908 1.4053
C -3.3236 -3.2492 0.7921
H -3.4545 1.3834 2.9893
H -2.7953 -0.2021 3.3240
H -0.6116 0.3853 2.6140
H -1.1217 1.7904 3.5474
H 1.3581 1.2579 2.6464
H 3.7174 1.8766 2.4642
H 4.4182 3.6626 0.9083
H 2.7587 4.8233 -0.5110
H 0.3755 4.2279 -0.3579
H -3.6334 3.0712 0.1714
H -4.9747 5.1024 0.4709
H -4.0714 7.0094 1.7538
H -1.8303 6.8768 2.7811
H -0.4577 4.8610 2.5020
H -3.5439 1.0307 0.6347
H -4.1116 -0.4658 1.3345
H -2.7313 -2.9216 -1.7783
H -3.6911 -2.7929 -4.0310
H -4.3121 -0.6051 -4.9985
H -3.9135 1.4733 -3.7218
H -2.9242 1.3763 -1.4840
H -0.1624 -2.3794 1.7151
H -0.2938 -4.5878 2.7947
H -2.3489 -5.9408 2.5983
H -4.2869 -5.0825 1.3304
H -4.1864 -2.8830 0.2476
Se 0.3231 -2.2341 -1.7471
P 2.2930 -1.2049 -1.6521
Se 1.5067 0.8114 -1.8627
C 3.4004 -1.6697 -2.9310
C 3.8843 -0.7196 -3.8331
C 4.7841 -1.1155 -4.8099
C 5.1811 -2.4427 -4.8888
C 4.6911 -3.3901 -3.9914
C 3.8025 -3.0102 -3.0057
C 2.9580 -1.5317 -0.0418
C 2.6223 -2.6879 0.6684
C 3.3122 -3.0043 1.8300
C 4.3394 -2.1771 2.2682
C 4.6791 -1.0290 1.5568
C 3.9951 -0.7020 0.4000
H 3.5690 0.3153 -3.7844
H 5.1697 -0.3924 -5.5153
H 5.8784 -2.7482 -5.6576
H 5.0071 -4.4216 -4.0660
H 3.4337 -3.7518 -2.3051
H 1.8401 -3.3537 0.3172
H 3.0673 -3.9031 2.3799
H 4.8909 -2.4355 3.1628
H 5.4929 -0.4029 1.8990
H 4.2726 0.1807 -0.1659


Entry 2:
11
Properties=species:S:1:pos:R:3 method="wB97M-V/def2-TZVPD" homo_lumo_gap_ev=10.6 spin_multiplicity=1 e_homo_ev=-10.4
C 1.9991 -1.2600 0.1188
C -1.3665 -0.1867 -0.0414
C 0.5255 0.8695 -0.0413
H 2.4708 -1.1605 1.4288
H 1.5423 -2.4322 -0.1609
H 2.8449 -0.8489 -0.6892
N 0.7996 -0.3918 -0.1880
O -0.3570 -1.1123 -0.1135
O -2.5434 -0.3061 0.1562
O -0.8479 0.9464 -0.0411
O 1.3229 1.8030 0.0636


Entry 3:
122
Properties=species:S:1:pos:R:3 method="wB97M-V/def2-TZVPD" homo_lumo_gap_ev=6.4 smiles="O=C1C=C(O)C(=O)C=C1O.O=C1C=C(O)C(=O)C=C1O.O=C1C=C(O)C(=O)C=C1O.CC(C)=O.CC(C)=O.CC(C)=O.CC(C)=O.CC(C)=O.CC(C)=O.CC(C)=O.CC(C)=O" spin_multiplicity=1 e_homo_ev=-8.8
O -0.2554 5.7963 4.1665
C -0.7084 5.2003 3.1575
C -1.4534 5.9863 2.1615
C -1.9714 5.3403 0.9305
O -2.6344 6.0983 0.0275
C -1.7434 3.9513 0.6925
O -2.1664 3.3343 -0.3045
C -1.1034 3.1213 1.7345
C -0.6714 3.7663 2.9285
O -0.0504 3.0713 3.9725
H -1.6894 6.9573 2.3925
H -2.7944 6.9333 0.5005
H -0.9654 2.0713 1.7205
H 0.1766 3.7393 4.6045
O -1.2094 -2.3177 -3.1775
C -0.5594 -2.2427 -4.2295
C 0.8026 -1.7637 -4.2055
C 1.6446 -1.6217 -5.4865
O 2.8666 -1.0337 -5.4605
C 1.0756 -2.1867 -6.7985
O 1.8456 -2.1667 -7.7915
C -0.2484 -2.6887 -6.7435
C -1.1354 -2.8177 -5.4015
O -2.3624 -3.3367 -5.4755
H 1.1516 -1.5737 -3.2295
H 2.9016 -1.2437 -4.5055
H -0.6724 -2.9357 -7.5755
H -2.4384 -3.5447 -4.6245
O -3.4914 -3.8167 2.7725
C -3.1324 -2.9717 3.4515
C -4.1474 -2.1507 4.0515
C -3.7674 -0.9047 4.8615
O -4.6344 -0.0967 5.4865
C -2.3394 -0.4647 4.9255
O -2.0054 0.5683 5.5655
C -1.3964 -1.1717 4.1315
C -1.7474 -2.4867 3.5005
O -0.9394 -3.1727 2.7255
H -5.1944 -2.5517 4.1225
H -5.5394 -0.4207 5.2425
H -0.3384 -0.8217 4.1485
H -1.2244 -3.9057 2.0785
C 0.0446 1.2973 -1.4555
C 0.2586 0.1753 -0.3805
C -0.8984 -0.7137 -0.0935
O 1.4086 -0.0217 0.0925
H 0.7736 1.3503 -2.3745
H 0.1256 2.2123 -0.9165
H -0.8814 1.4033 -1.8075
H -0.9184 -1.1587 -0.8785
H -1.8864 -0.2477 0.0775
H -0.6394 -1.3477 0.6675
C 2.8296 -5.7497 0.5295
C 2.0016 -4.9917 -0.6225
C 1.5536 -3.4657 -0.5365
O 1.6016 -5.5337 -1.6395
H 2.9536 -6.6347 0.2615
H 2.2836 -5.5027 1.6165
H 4.1366 -5.5687 0.4965
H 1.1646 -3.3467 0.5005
H 0.8376 -3.2067 -1.3645
H 2.4986 -2.9567 -0.6575
C 0.4906 1.9033 -5.8515
C 1.3306 2.9603 -5.0535
C 0.9376 4.4323 -5.1455
O 2.2806 2.6473 -4.4125
H 0.8656 0.8463 -5.9255
H 0.3996 2.1983 -6.9265
H -0.5074 1.9673 -5.5195
H 1.9046 4.9393 -5.3855
H 0.6646 5.0123 -4.2005
H 0.2356 4.4993 -5.9595
C -2.6384 -4.2727 -0.8405
C -2.2704 -5.1287 0.2375
C -3.1054 -6.3097 0.5515
O -1.2244 -5.0337 0.8875
H -3.4444 -3.5727 -0.7215
H -2.7204 -4.7197 -1.8065
H -1.8294 -3.6527 -1.0525
H -2.9964 -6.7757 1.4885
H -2.7684 -7.2177 -0.0515
H -4.0884 -6.2337 0.3285
C -5.0204 -1.3017 0.6355
C -5.0684 0.0663 1.4225
C -4.0214 1.1013 1.1805
O -5.9264 0.1433 2.3185
H -5.9694 -0.9577 -0.2175
H -5.0944 -2.1417 1.0685
H -4.1154 -1.1747 -0.0185
H -3.9494 1.3183 0.0975
H -3.0244 0.8633 1.5365
H -4.1854 2.3013 1.6305
C 4.7446 -1.1467 -0.6775
C 4.0476 -0.4657 -1.8375
C 4.0956 1.0973 -1.6625
O 3.4086 -0.9287 -2.7145
H 4.2246 -1.1497 0.2565
H 5.7686 -0.7887 -0.6975
H 4.6936 -2.1937 -0.8375
H 3.9716 1.6563 -2.4665
H 5.0716 1.3863 -1.3005
H 3.4076 1.4963 -1.0635
C 2.5536 6.2823 1.8585
C 2.1256 5.0633 1.0385
C 2.4936 3.6913 1.5315
O 1.3056 5.1203 0.0765
H 2.6406 7.0663 0.9815
H 3.4836 6.0563 2.1245
H 1.9216 6.5063 2.9345
H 2.3406 3.7453 2.6465
H 3.5666 3.5443 1.4115
H 1.8756 2.8923 1.1175
C 3.7026 0.3313 2.8335
C 3.7856 0.9113 4.2785
C 2.4926 0.9803 5.1045
O 4.8246 1.4943 4.6635
H 4.7296 0.2643 2.4155
H 2.9146 0.6383 2.2105
H 3.2486 -0.7007 3.1015
H 2.3766 0.0693 5.5095
H 1.5776 1.1803 4.4555
H 2.4846 1.6733 5.8485


Entry 4:
19
Properties=species:S:1:pos:R:3 method="wB97M-V/def2-TZVPD" homo_lumo_gap_ev="4.0 / 3.8" s_squared=0.75 spin_multiplicity=2 e_homo_ev="-22.5 / -22.3" charge=+4
Mg 0.1385 2.2492 4.5215
Mg -2.2530 4.4370 1.8558
Cl -1.7517 2.5257 3.0322
C -0.9817 1.5435 -0.6744
O -0.8339 0.3924 -1.4575
C 0.4860 -0.1484 -1.4105
C 0.9298 -0.6637 -0.0113
O 0.2652 -1.8451 0.4701
C 0.5348 -3.0118 -0.3183
H -1.8827 2.0955 -0.9420
H -0.1398 2.2354 -0.7006
H -1.1038 1.3987 0.3990
H 1.2511 0.4723 -1.8769
H 0.5001 -0.9713 -2.1251
H 0.7421 0.0918 0.7517
H 2.0172 -0.7377 0.0076
H 1.5740 -3.2848 -0.1353
H 0.5224 -2.8862 -1.4010
H -0.0146 -3.8923 0.0148


Entry 5:
93
Properties=species:S:1:pos:R:3 method="wB97M-V/def2-TZVPD" homo_lumo_gap_ev="6.4 / 6.2" s_squared=3.85 spin_multiplicity=4 e_homo_ev="-8.9 / -10.3" charge=+1
C -0.3876 -1.6066 -2.7969
C -2.1145 -1.5695 -1.2611
C -1.0825 -2.4687 -3.6464
C -2.9642 -2.2315 -2.1927
C -2.4349 -2.6925 -3.3815
H -0.5693 -2.8988 -4.5027
H -3.9861 -2.4118 -1.8873
H -3.0516 -3.2372 -4.0901
N -0.9750 -1.0020 -1.7571
P 1.3510 0.3242 -2.1720
P -1.5709 -0.7946 1.4838
C 1.1010 -1.3505 -2.9216
H 1.6475 -2.0778 -2.2971
H 1.4842 -1.4501 -3.9466
C -2.3217 -1.6159 0.1316
H -3.3010 -2.0512 0.4090
C -1.7549 -2.4714 2.5419
C -2.6932 0.5499 2.3871
C 3.2102 0.3782 -1.8821
C 0.7911 1.4166 -3.6238
C -0.4791 -2.4885 3.3812
H -0.3875 -1.5884 4.0031
H -0.4860 -3.3631 4.0490
H 0.4124 -2.5574 2.7512
C -3.0128 -2.5429 3.4194
H -3.1122 -1.7453 4.1583
H -3.9260 -2.5727 2.8066
H -2.9856 -3.4959 3.9773
C -1.9018 -3.7386 1.6619
H -1.6763 -4.6251 2.2771
H -2.9298 -3.8621 1.2878
H -1.2298 -3.7646 0.7951
C -2.1300 0.6709 3.8101
H -1.0631 0.9267 3.7700
H -2.6455 1.4831 4.3434
H -2.2263 -0.2374 4.4098
C -2.5420 1.9181 1.7273
H -1.5132 2.2867 1.7660
H -2.8920 1.9193 0.6895
H -3.1609 2.6440 2.2817
C -4.1876 0.2220 2.3316
H -4.4777 -0.6783 2.8749
H -4.7435 1.0594 2.7842
H -4.5272 0.1194 1.2933
C 1.2900 2.8450 -3.3724
H 0.8561 3.4978 -4.1437
H 0.9550 3.2262 -2.3984
H 2.3806 2.9298 -3.4470
C -0.7468 1.4410 -3.7107
H -1.1628 0.4515 -3.9270
H -1.2097 1.8310 -2.8016
H -1.0256 2.1099 -4.5384
C 1.2901 0.9045 -4.9844
H 1.0088 1.6519 -5.7412
H 2.3747 0.7781 -5.0372
H 0.8110 -0.0415 -5.2671
C 3.5986 -0.8089 -0.9878
H 3.4378 -1.7746 -1.4828
H 4.6680 -0.7263 -0.7444
H 3.0371 -0.8064 -0.0438
C 3.5442 1.6769 -1.1399
H 3.0183 1.7306 -0.1783
H 4.6246 1.6902 -0.9401
H 3.2971 2.5737 -1.7181
C 3.9683 0.2890 -3.2088
H 3.6743 -0.5903 -3.7964
H 3.8566 1.1929 -3.8183
H 5.0389 0.1858 -2.9838
Co 0.1892 0.1963 -0.2572
C -0.4358 1.7645 -0.5111
O -0.7794 2.8826 -0.6453
N 0.5813 -1.5634 0.2427
C 0.4582 -2.7502 0.2760
C 1.2539 -3.9581 0.4267
C 2.5260 -3.8705 1.0240
C 0.8003 -5.2144 -0.0205
C 3.3006 -5.0175 1.2302
H 2.9094 -2.8875 1.3081
C 1.5644 -6.3623 0.2100
H -0.1439 -5.2859 -0.5606
C 2.8093 -6.2735 0.8483
H 4.2908 -4.9163 1.6820
H 1.2083 -7.3443 -0.1149
H 3.4171 -7.1670 1.0301
N 2.4670 1.1573 3.2113
C 2.1044 2.4616 2.9035
C 1.2777 2.3749 1.8121
N 1.1646 1.0408 1.4421
C 1.8700 0.3288 2.3256
H 3.0856 0.8620 3.9591
H 2.4444 3.3240 3.4462
H 0.7836 3.1804 1.3019
H 1.9732 -0.7516 2.3877


Entry 6:
23
Properties=species:S:1:pos:R:3 method="wB97M-V/def2-TZVPD" homo_lumo_gap_ev=7.3 smiles="O=[N+]([O-])c1ccccc1.NB[PH2]=S" spin_multiplicity=1 e_homo_ev=-8.2
O -1.8658 0.6232 0.5532
N -1.4732 -0.2784 -0.1558
O -1.5261 -1.4548 0.1425
C -0.8753 0.0755 -1.4496
C -0.7635 1.4081 -1.7893
C -0.1833 1.7362 -3.0006
C 0.2701 0.7364 -3.8485
C 0.1412 -0.5970 -3.4891
C -0.4357 -0.9361 -2.2791
H -1.1199 2.1761 -1.1221
H -0.0833 2.7736 -3.2818
H 0.7262 0.9975 -4.7925
H 0.4917 -1.3745 -4.1510
H -0.5409 -1.9688 -1.9883
N 0.5863 -1.6976 2.3281
B 1.4122 -1.0322 3.2653
P 0.6646 0.4637 4.2546
S 1.9548 1.7389 4.9881
H -0.3621 -1.3623 2.4019
H 0.8827 -1.5779 1.3721
H 2.5232 -1.4125 3.4357
H -0.1755 -0.0976 5.2370
H -0.2485 1.0605 3.3690


Entry 7:
11
Properties=species:S:1:pos:R:3 method="wB97M-V/def2-TZVPD" homo_lumo_gap_ev=9.2 spin_multiplicity=1 e_homo_ev=-8.7
O -0.0402 1.9150 -0.6121
C 0.1248 0.5812 1.3349
C 0.6892 0.8149 -0.0843
C 0.4193 -0.4604 -0.8685
C -0.3311 -1.2332 -0.0951
N -0.4932 -0.5773 1.1804
H -0.9745 1.6807 -0.5176
H 1.7391 1.1182 -0.0865
H 0.7404 -0.6698 -1.8808
H -0.8056 -2.1893 -0.2786
H -1.0682 -0.9799 1.9081


Entry 8:
11
Properties=species:S:1:pos:R:3 method="wB97M-V/def2-TZVPD" homo_lumo_gap_ev="8.6 / 3.0" s_squared=12.01 spin_multiplicity=7 e_homo_ev="-6.0 / -6.0" charge=-1
Mn -0.1789 -0.6646 -0.4200
N 2.8851 0.0449 0.2595
O 3.6037 -0.6107 1.0424
O 2.2597 -0.5425 -0.5824
O 2.8836 1.2872 0.3638
N -2.7193 1.1072 0.2403
O -1.7514 0.3195 0.2647
O -3.7225 0.5134 0.4516
O -2.7052 2.2025 -0.1950
Br -0.7115 -1.4548 -3.0035
Br 0.1567 -2.2022 1.5786


Entry 9:
56
Properties=species:S:1:pos:R:3 method="wB97M-V/def2-TZVPD" homo_lumo_gap_ev=9.3 spin_multiplicity=1 e_homo_ev=-9.4
N 0.1328 -1.4289 0.1176
C -0.9368 -1.6425 -0.8689
C -1.1562 -0.3362 -1.6434
C -0.1464 0.6754 -1.1777
C 0.2536 0.1121 0.2688
C 1.7017 0.3000 0.5326
O 1.9422 1.4642 1.1976
O 2.6208 -0.2971 0.0109
H -0.2319 -1.8170 0.9755
H -0.7734 -2.4331 -1.6191
H -1.9108 -2.1694 -0.6337
H -2.1362 0.0652 -1.3242
H -1.0647 -0.5013 -2.7089
H 0.6493 0.7715 -1.8967
H -0.5524 1.6993 -0.9975
H -0.4490 0.5148 1.0084
H 2.8129 1.9134 1.1278
H 1.6291 -2.5673 -4.4662
H 2.1846 -2.3488 -3.0897
O 2.4489 -2.2623 -4.0625
H -3.6792 0.8811 3.7372
H -3.9899 -0.1698 2.7640
O -3.6596 -0.0870 3.6752
H -2.5828 2.0744 -0.0622
H -3.7998 2.8375 -0.4128
O -3.4485 1.9358 -0.4899
H -5.2874 0.4750 0.3677
H -3.8821 0.7856 0.6757
O -4.5174 0.0080 0.7134
H 2.1057 -2.3760 1.2815
H 3.5009 -1.9436 0.6888
O 2.9818 -2.6763 1.0179
H 2.5424 -3.4866 -1.2154
H 1.6580 -2.1981 -0.9733
O 1.9176 -2.8880 -1.6292
H -0.0606 -0.2967 2.8413
H 1.3336 -0.3240 3.6253
O 0.7422 0.2006 3.0814
H 3.3703 0.1684 -3.1095
H 2.0676 0.1127 -3.9211
O 2.4119 0.1414 -3.0006
H -0.1663 1.7892 3.1592
H 0.6384 3.0231 3.3776
O -0.2894 2.7537 3.2756
H 0.1563 -0.3301 -3.6657
H -0.5861 0.3065 -4.8479
O 0.1196 -0.3165 -4.6448
H -1.3531 3.8187 0.6250
H -1.3484 3.3221 2.0295
O -1.7924 3.1449 1.1596
H -1.3430 -2.2640 3.8330
H -2.0412 -0.8845 3.5860
O -1.3718 -1.5011 3.2528
H 4.4216 1.6492 -1.2044
H 3.9371 0.8432 -0.0869
O 4.2760 1.7590 -0.2548


Entry 10:
18
Properties=species:S:1:pos:R:3 method="wB97M-V/def2-TZVPD" homo_lumo_gap_ev=9.3 smiles="O=S(=O)(Cl)[C@H](c1sccc1Br)C(F)(F)F" spin_multiplicity=1 e_homo_ev=-9.5
O -3.3678 0.6180 -1.1388
S -2.0350 0.2056 -1.2640
O -1.8133 -1.0925 -1.8132
Cl -1.0178 1.5686 -2.3639
C -1.1182 0.3292 0.3182
C 0.5050 0.0797 -0.0516
S 0.9578 -1.2009 -1.0606
C 2.6550 -0.8229 -0.8969
C 2.8384 0.2290 -0.0423
C 1.5795 0.7489 0.4338
Br 1.5004 2.3058 1.4416
C -1.5713 -0.5794 1.3818
F -2.3887 0.0340 2.2270
F -0.5400 -1.0332 2.1067
F -2.2093 -1.6641 0.9706
H -1.0757 1.3080 0.6236
H 3.2922 -1.7190 -1.0903
H 3.8087 0.6852 0.2181


Entry 11:
15
Properties=species:S:1:pos:R:3 method="wB97M-V/def2-TZVPD" homo_lumo_gap_ev=9.1 smiles="C=CCN=C=CN" spin_multiplicity=1 e_homo_ev=-8.1
C 1.0396 -0.1721 -1.5735
C -0.1732 -0.1157 -1.0402
C -0.8903 -1.3436 -0.5666
N -1.3914 -1.2906 0.8424
C -0.7327 -0.4165 1.4323
C 0.2583 0.4629 1.4639
N 0.1965 1.8569 1.3380
H 1.4397 0.6485 -2.1561
H 1.6608 -1.0594 -1.4537
H -0.7469 0.8138 -1.0591
H -0.2150 -2.2066 -0.6269
H -1.7170 -1.5168 -1.2614
H 1.2539 0.0506 1.5969
H 0.6034 2.3022 2.1505
H -0.7464 2.2007 1.1969